1.
Formula: C24H13F6InN3O8S2
Source: OMol25
Level of theory: the ωB97M-V functional and the def2-TZVPD basis

Output
Charge ... -1
HOMO ... -0.22537 hartree
Calculated total energy ... -3274.4360 Eh

Last column: Mulliken charge in e.
Geometry (Å):
1 In 0.664 1.128 -1.326  1.30
2 O 4.714 2.101 -0.568  -0.75
3 C 3.503 1.978 -0.620  0.27
4 O 2.779 1.702 -1.646  -0.72
5 C 2.688 2.292 0.642  0.45
6 C 3.157 2.948 1.767  -0.64
7 C 2.223 3.387 2.698  -0.58
8 C 0.859 3.219 2.477  -0.71
9 C 0.475 2.544 1.336  -0.32
10 N 1.395 2.055 0.519  0.16
11 C -0.916 2.310 0.747  1.68
12 O -1.943 3.061 1.458  -0.67
13 O -0.869 2.501 -0.576  -1.03
14 H 4.216 3.131 1.870  0.54
15 H 2.559 3.909 3.586  0.42
16 H 0.113 3.623 3.146  0.51
17 F 0.640 -1.836 5.124  -0.22
18 C 1.460 -2.321 4.182  0.33
19 F 2.714 -2.061 4.547  -0.22
20 F 1.297 -3.642 4.127  -0.22
21 S 1.035 -1.520 2.579  1.58
22 O -0.324 -1.912 2.322  -0.67
23 O 1.296 -0.119 2.781  -0.57
24 N 2.116 -2.255 1.705  -0.75
25 S 2.307 -2.085 0.170  1.07
26 O 1.838 -0.818 -0.352  -0.40
27 O 3.597 -2.549 -0.224  -0.72
28 C 1.151 -3.298 -0.606  0.61
29 F -0.122 -2.995 -0.360  -0.19
30 F 1.387 -4.530 -0.147  -0.27
31 F 1.341 -3.294 -1.927  -0.22
32 C 1.076 -1.205 -5.061  -0.56
33 C -0.035 -2.036 -5.018  -0.76
34 C -0.966 -1.894 -4.002  -0.92
35 C -0.788 -0.919 -3.024  1.26
36 C 0.328 -0.075 -3.059  -0.29
37 C 1.258 -0.237 -4.081  -0.45
38 C -1.784 -0.733 -1.935  0.55
39 C -3.142 -0.991 -2.091  -0.96
40 C -4.023 -0.558 -1.114  -1.27
41 C -3.546 0.115 0.003  1.26
42 C -4.416 0.803 0.964  -0.86
43 C -3.944 1.645 1.881  -1.17
44 C -2.473 1.857 2.075  -0.04
45 C -1.550 0.964 1.263  1.18
46 C -2.166 0.235 0.131  -0.51
47 N -1.325 -0.179 -0.810  0.25
48 H 1.812 -1.324 -5.847  0.39
49 H -0.167 -2.808 -5.767  0.36
50 H -1.813 -2.568 -3.952  0.37
51 H 2.145 0.385 -4.099  0.45
52 H -3.509 -1.447 -3.000  0.45
53 H -5.091 -0.688 -1.249  0.39
54 H -5.486 0.652 0.860  0.37
55 H -4.625 2.179 2.533  0.42
56 H -2.237 1.854 3.144  0.43
57 H -0.882 0.318 1.824  -0.39


2.
Formula: C80H211N13O33
Source: OMol25
Level of theory: the ωB97M-V functional and the def2-TZVPD basis

Output
HOMO ... -0.30815 hartree
Calculated total energy ... -6368.8557 Eh

Last column: Mulliken charge in e.
Geometry (Å):
1 C -8.347 -8.131 30.216  -0.82
2 C -9.147 -8.503 31.478  0.59
3 C -10.502 -7.912 31.366  -1.18
4 O -11.180 -8.083 32.598  0.43
5 C -12.419 -7.487 32.607  -0.24
6 N -9.187 -10.004 31.463  1.84
7 H -9.003 -8.382 29.344  0.33
8 H -7.424 -8.688 30.142  -0.42
9 H -8.156 -7.064 30.185  0.54
10 H -8.686 -8.057 32.344  0.20
11 H -11.100 -8.260 30.520  -0.13
12 H -10.336 -6.836 31.265  0.13
13 H -12.897 -7.748 33.534  -0.05
14 H -13.078 -7.839 31.785  -0.46
15 H -12.336 -6.366 32.537  0.33
16 H -8.318 -10.382 31.161  -0.04
17 H -9.507 -10.348 32.373  -1.27
18 C -2.817 -10.612 35.177  -1.51
19 C -3.715 -10.706 33.949  0.70
20 C -5.128 -10.094 34.095  0.40
21 O -5.583 -10.679 35.262  -0.26
22 C -6.965 -10.502 35.484  1.66
23 N -3.020 -10.245 32.767  -0.51
24 H -2.564 -9.555 35.351  0.33
25 H -1.869 -11.076 35.020  0.54
26 H -3.243 -11.122 36.073  0.06
27 H -3.971 -11.802 33.852  -0.07
28 H -5.754 -10.432 33.257  -0.51
29 H -5.087 -8.988 34.237  0.06
30 H -7.225 -9.454 35.374  -0.53
31 H -7.111 -10.801 36.507  -0.44
32 H -7.637 -10.894 34.706  -0.02
33 H -3.668 -10.069 32.009  0.10
34 H -2.159 -10.700 32.476  0.24
35 C -6.224 -6.557 35.882  -0.98
36 C -6.687 -5.353 36.681  1.29
37 C -7.458 -5.684 37.941  -0.14
38 O -6.603 -6.318 38.968  -0.43
39 C -7.388 -6.737 40.062  -0.45
40 N -5.546 -4.489 37.022  -0.67
41 H -5.566 -7.286 36.359  0.50
42 H -5.742 -6.199 34.952  0.16
43 H -7.062 -7.185 35.522  -0.32
44 H -7.403 -4.792 36.066  -0.60
45 H -8.333 -6.335 37.672  -0.27
46 H -7.784 -4.713 38.351  0.65
47 H -7.881 -5.839 40.444  0.32
48 H -6.684 -7.195 40.807  0.24
49 H -8.228 -7.444 39.868  0.01
50 H -5.029 -4.862 37.825  0.32
51 H -4.920 -4.433 36.238  0.20
52 C -19.401 -9.849 35.784  -1.16
53 C -20.555 -10.266 36.636  0.59
54 C -21.825 -10.295 35.731  -1.09
55 O -21.975 -9.053 35.025  -0.22
56 C -23.146 -8.977 34.290  -0.83
57 N -20.376 -11.604 37.222  -0.72
58 H -18.473 -10.107 36.316  0.15
59 H -19.474 -8.817 35.576  0.42
60 H -19.271 -10.366 34.828  0.24
61 H -20.699 -9.544 37.490  0.34
62 H -22.756 -10.495 36.280  0.42
63 H -21.635 -11.154 35.019  0.31
64 H -23.110 -8.060 33.686  0.23
65 H -24.021 -8.916 34.938  0.30
66 H -23.175 -9.792 33.579  0.35
67 H -19.892 -11.510 38.108  0.33
68 H -19.746 -12.118 36.589  0.31
69 C -14.051 -7.100 29.206  -0.84
70 C -14.894 -8.317 28.888  2.38
71 C -16.398 -7.966 29.130  -0.83
72 O -16.729 -6.705 28.554  -0.38
73 C -18.102 -6.419 28.655  -0.73
74 N -14.619 -8.595 27.496  -0.66
75 H -12.984 -7.297 29.104  0.67
76 H -14.268 -6.892 30.267  -0.68
77 H -14.304 -6.227 28.602  0.48
78 H -14.783 -9.206 29.481  -1.54
79 H -16.634 -7.933 30.187  0.15
80 H -17.000 -8.822 28.746  0.72
81 H -18.687 -7.134 28.060  0.31
82 H -18.225 -5.406 28.286  0.26
83 H -18.337 -6.437 29.736  0.22
84 H -15.041 -9.377 27.049  0.28
85 H -14.855 -7.833 26.892  0.27
86 C -15.678 -9.531 32.783  3.39
87 C -16.262 -10.833 32.252  -0.59
88 O -16.671 -10.808 30.921  -0.59
89 O -16.767 -8.584 32.831  -0.79
90 H -14.865 -9.182 32.136  -0.70
91 H -15.339 -9.762 33.792  -0.86
92 H -16.988 -11.119 33.002  0.39
93 H -15.475 -11.614 32.284  -0.48
94 H -17.249 -10.064 30.811  0.42
95 H -16.337 -7.733 32.716  -0.04
96 C -13.525 -14.295 40.174  0.40
97 C -12.989 -15.640 39.786  -0.71
98 O -11.952 -15.579 38.742  -0.67
99 O -13.870 -13.585 38.993  1.99
100 H -12.835 -13.664 40.736  -0.25
101 H -14.371 -14.384 40.886  0.43
102 H -13.738 -16.309 39.392  -0.29
103 H -12.576 -16.126 40.739  0.25
104 H -11.379 -14.847 38.990  0.07
105 H -13.822 -12.628 39.277  -0.78
106 C -14.446 -4.296 31.361  -0.63
107 C -15.622 -5.213 31.670  0.06
108 O -15.137 -6.138 32.642  1.06
109 O -13.738 -3.777 32.466  -0.60
110 H -14.771 -3.466 30.749  0.52
111 H -13.699 -4.813 30.748  0.12
112 H -15.880 -5.719 30.723  0.03
113 H -16.486 -4.608 32.010  0.32
114 H -15.574 -6.014 33.482  -0.23
115 H -13.567 -4.558 33.065  0.01
116 C -14.172 -15.224 35.815  0.18
117 C -15.655 -14.963 35.612  -0.43
118 O -16.289 -14.731 36.849  -0.20
119 O -13.513 -14.035 36.192  0.87
120 H -13.764 -15.587 34.862  -0.51
121 H -13.927 -15.952 36.585  0.60
122 H -16.195 -15.745 35.038  0.39
123 H -15.763 -14.046 35.030  -0.16
124 H -16.227 -15.550 37.401  0.23
125 H -13.726 -13.921 37.141  -0.84
126 C -11.652 -10.920 34.868  1.38
127 C -12.724 -11.290 33.849  1.77
128 O -13.873 -11.718 34.481  0.59
129 O -10.462 -10.384 34.356  1.35
130 H -11.427 -11.897 35.288  -1.38
131 H -12.002 -10.315 35.730  -0.44
132 H -12.345 -11.982 33.070  -1.50
133 H -12.965 -10.366 33.321  -0.13
134 H -13.725 -12.527 34.961  -0.60
135 H -10.740 -9.703 33.698  -0.61
136 C -12.746 -16.489 31.336  -0.78
137 C -12.092 -15.608 32.344  0.70
138 O -12.865 -14.468 32.700  -0.24
139 O -12.966 -15.749 30.170  -0.58
140 H -13.673 -16.854 31.719  0.34
141 H -12.201 -17.396 31.067  0.40
142 H -11.102 -15.340 32.026  -0.88
143 H -11.916 -16.144 33.259  0.75
144 H -12.874 -13.832 31.935  -0.03
145 H -13.358 -14.890 30.395  0.25
146 C -3.978 -5.329 31.216  -0.25
147 O -4.181 -6.194 30.158  -0.49
148 C -4.524 -7.435 30.683  0.45
149 C -4.799 -8.429 29.626  -1.24
150 N -5.045 -9.694 30.305  0.07
151 C -5.549 -10.737 29.419  -0.92
152 C -5.826 -11.976 30.227  -0.78
153 O -6.924 -11.748 31.033  0.60
154 C -7.133 -12.668 32.060  -1.22
155 H -3.665 -4.338 30.861  0.31
156 H -3.254 -5.790 31.911  0.31
157 H -4.913 -5.128 31.746  -0.18
158 H -5.456 -7.428 31.251  -0.06
159 H -3.717 -7.829 31.397  0.22
160 H -4.069 -8.572 28.861  0.58
161 H -5.677 -8.082 29.100  0.24
162 H -5.759 -9.626 31.039  -0.33
163 H -4.834 -10.915 28.610  0.61
164 H -6.494 -10.493 28.902  0.32
165 H -4.949 -12.326 30.765  0.43
166 H -6.081 -12.743 29.477  0.25
167 H -7.194 -13.708 31.665  0.48
168 H -8.078 -12.410 32.546  -0.65
169 H -6.263 -12.688 32.692  0.65
170 C -17.838 -6.102 35.055  -1.15
171 O -16.600 -5.460 34.845  -0.38
172 C -16.187 -4.718 35.996  -0.50
173 C -14.942 -3.918 35.743  -1.22
174 N -13.720 -4.643 35.295  0.64
175 C -13.236 -5.533 36.348  0.71
176 C -12.683 -4.864 37.652  -0.79
177 O -11.605 -4.016 37.354  -0.20
178 C -10.646 -3.914 38.374  -0.77
179 H -18.245 -6.506 34.132  0.29
180 H -18.594 -5.377 35.360  0.53
181 H -17.756 -6.886 35.844  0.26
182 H -15.972 -5.395 36.868  0.27
183 H -16.954 -3.986 36.270  0.41
184 H -14.784 -3.374 36.688  0.46
185 H -15.145 -3.146 34.996  0.56
186 H -13.021 -3.924 35.260  0.34
187 H -12.399 -6.095 35.894  -0.22
188 H -14.014 -6.194 36.694  -0.87
189 H -12.283 -5.702 38.265  0.16
190 H -13.469 -4.364 38.275  0.35
191 H -9.735 -3.572 37.968  0.25
192 H -10.524 -4.938 38.758  0.43
193 H -10.973 -3.186 39.147  0.21
194 C -9.118 -13.714 43.519  -0.79
195 O -8.905 -13.568 42.186  -0.29
196 C -10.046 -13.446 41.434  -0.69
197 C -9.726 -12.793 40.124  0.56
198 N -10.815 -12.907 39.146  0.94
199 C -10.424 -12.850 37.765  -1.24
200 C -9.515 -11.665 37.346  1.08
201 O -10.168 -10.492 37.767  0.19
202 C -9.655 -9.292 37.265  -0.05
203 H -9.973 -13.084 43.819  0.33
204 H -8.269 -13.369 44.099  0.28
205 H -9.422 -14.738 43.811  0.28
206 H -10.788 -12.786 41.922  0.33
207 H -10.472 -14.439 41.298  0.35
208 H -8.865 -13.367 39.670  -0.52
209 H -9.382 -11.745 40.314  -0.15
210 H -11.587 -12.295 39.326  -0.28
211 H -11.340 -12.876 37.159  -0.49
212 H -9.893 -13.780 37.459  0.42
213 H -9.267 -11.710 36.277  -0.46
214 H -8.573 -11.722 37.916  0.32
215 H -10.278 -8.395 37.391  -0.03
216 H -9.485 -9.406 36.186  -0.22
217 H -8.692 -9.102 37.714  -0.21
218 C -2.895 -1.472 32.946  -0.88
219 O -3.848 -2.553 33.031  -0.20
220 C -4.911 -2.328 33.923  -1.22
221 C -5.988 -3.311 33.646  0.91
222 N -6.534 -3.028 32.347  -0.40
223 C -7.578 -3.919 31.881  -0.39
224 C -8.806 -3.925 32.727  -1.05
225 O -8.649 -4.735 33.916  0.31
226 C -9.804 -5.282 34.555  0.02
227 H -2.015 -1.916 32.504  0.22
228 H -2.631 -1.042 33.933  0.32
229 H -3.277 -0.707 32.290  0.35
230 H -5.234 -1.271 33.887  0.46
231 H -4.595 -2.595 34.924  0.33
232 H -6.753 -3.139 34.384  0.43
233 H -5.593 -4.353 33.806  -0.53
234 H -5.766 -3.062 31.665  0.33
235 H -7.276 -4.988 31.827  0.01
236 H -7.878 -3.583 30.877  0.45
237 H -9.640 -4.304 32.103  0.54
238 H -8.992 -2.853 33.047  0.25
239 H -10.496 -4.517 34.952  0.43
240 H -9.411 -5.894 35.400  -0.45
241 H -10.386 -5.787 33.822  -0.12
242 C -13.944 -12.117 29.683  -0.78
243 O -12.836 -12.780 30.198  0.13
244 C -11.571 -12.181 29.729  -1.46
245 C -10.362 -12.957 30.170  1.45
246 N -10.390 -14.194 29.457  -0.52
247 C -9.125 -14.969 29.779  0.72
248 C -9.099 -16.193 28.946  -0.70
249 O -8.175 -17.142 29.466  -0.29
250 C -8.167 -18.335 28.723  -0.77
251 H -14.863 -12.604 29.919  0.41
252 H -13.827 -12.065 28.574  0.43
253 H -13.955 -11.081 30.011  -0.26
254 H -11.578 -11.142 30.117  0.20
255 H -11.460 -12.158 28.622  0.56
256 H -10.402 -13.086 31.269  -0.93
257 H -9.496 -12.397 29.847  0.39
258 H -11.216 -14.749 29.712  0.33
259 H -9.018 -15.271 30.851  -0.30
260 H -8.295 -14.248 29.696  -0.17
261 H -8.876 -15.972 27.898  0.35
262 H -10.104 -16.678 28.915  0.29
263 H -7.783 -18.134 27.722  0.31
264 H -9.146 -18.812 28.659  0.31
265 H -7.474 -18.984 29.288  0.22
266 C -9.760 -14.108 34.261  -1.21
267 O -8.465 -13.914 34.798  0.69
268 C -7.705 -15.080 34.913  -0.87
269 C -6.517 -14.781 35.759  -0.38
270 N -6.882 -14.293 37.053  -0.33
271 C -5.685 -13.772 37.729  -0.52
272 C -6.007 -13.069 38.992  -0.74
273 O -6.683 -11.867 38.648  0.57
274 C -6.628 -10.860 39.659  -1.02
275 H -10.389 -14.629 35.016  0.61
276 H -9.800 -14.666 33.324  0.53
277 H -10.283 -13.169 34.070  -0.56
278 H -7.378 -15.436 33.891  0.27
279 H -8.391 -15.869 35.307  0.41
280 H -5.902 -14.056 35.265  -0.08
281 H -5.953 -15.689 35.836  0.47
282 H -7.578 -13.591 36.902  0.03
283 H -5.135 -13.117 37.045  0.06
284 H -5.062 -14.656 37.905  0.52
285 H -5.038 -12.784 39.493  0.51
286 H -6.589 -13.689 39.693  0.16
287 H -6.907 -11.162 40.673  0.27
288 H -7.303 -10.045 39.418  0.02
289 H -5.628 -10.492 39.696  0.49
290 C -15.772 -8.928 36.528  1.17
291 O -15.171 -8.726 37.815  -0.58
292 C -13.781 -8.927 37.767  -0.34
293 C -13.416 -10.343 38.131  0.91
294 N -14.003 -10.729 39.434  0.99
295 C -13.658 -9.840 40.579  -0.40
296 C -14.073 -10.400 41.914  -0.81
297 O -15.498 -10.370 41.967  -0.22
298 C -16.033 -11.155 43.018  -0.97
299 H -15.264 -8.259 35.907  -0.29
300 H -16.822 -8.619 36.508  -0.80
301 H -15.614 -9.946 36.115  0.16
302 H -13.359 -8.276 38.545  0.28
303 H -13.369 -8.587 36.807  0.16
304 H -12.339 -10.559 38.188  -0.73
305 H -13.812 -11.102 37.469  -0.04
306 H -15.024 -10.580 39.323  -0.70
307 H -13.962 -8.817 40.488  0.22
308 H -12.553 -9.809 40.589  0.09
309 H -13.669 -9.802 42.744  0.50
310 H -13.710 -11.410 42.071  0.33
311 H -16.056 -12.196 42.632  0.28
312 H -17.056 -10.854 43.236  0.28
313 H -15.552 -11.140 43.976  0.38
314 C -15.672 -18.327 38.211  -1.10
315 O -15.984 -17.012 38.608  -0.26
316 C -16.328 -16.967 39.993  -0.71
317 C -17.433 -15.966 40.208  -0.80
318 N -16.993 -14.572 40.026  0.47
319 C -18.056 -13.638 39.797  -0.72
320 C -17.451 -12.260 39.770  0.71
321 O -18.519 -11.298 39.719  -0.60
322 C -18.078 -9.991 39.358  -0.41
323 H -14.759 -18.657 38.699  0.39
324 H -15.430 -18.390 37.157  0.29
325 H -16.486 -19.042 38.374  0.36
326 H -15.413 -16.743 40.603  0.11
327 H -16.704 -17.949 40.285  0.60
328 H -17.935 -16.113 41.169  0.50
329 H -18.213 -16.167 39.529  0.46
330 H -16.270 -14.499 39.315  -0.59
331 H -18.801 -13.699 40.649  0.36
332 H -18.593 -13.941 38.853  0.28
333 H -16.752 -12.120 38.928  -0.18
334 H -16.944 -12.088 40.695  -0.19
335 H -17.244 -9.737 40.035  0.18
336 H -18.914 -9.359 39.624  0.52
337 H -17.692 -9.927 38.336  0.02


Short version: gap between HOMO and LUMO = 8.41 8.67 eV, in the order given.